# 1
Computed, not measured: C43H65AsCaGeN2O9P2Si as an isolated structure, with wB97M-V/def2-TZVPD.

Geometry as ORCA input:
```
! wB97M-V def2-TZVPD RIJCOSX def2/J DEFGRID3
* xyz 0 1
As -1.4167 -1.2706 2.6853
Ge 2.4754 0.2170 -2.4837
Ca -0.8260 0.3900 -0.6362
P -4.1096 -0.4370 -0.9155
P -2.4901 1.1947 -2.8177
Si 1.8962 -2.0801 -1.9026
O 1.1206 -0.0453 0.5529
O -2.9074 1.8112 -4.2435
O -4.1107 -1.7736 -1.7522
O -1.7561 2.1775 -1.9608
O -0.4876 1.7916 1.1614
O -5.0369 0.3586 -3.1944
O -2.9454 -0.3437 0.0015
O -1.8083 -0.1340 -2.9037
O -5.4770 -0.3661 -0.1207
N 0.5610 1.5290 1.8888
N 1.4066 0.6235 1.6030
C 1.7679 -4.5037 -3.5129
C -1.5694 0.1843 5.0522
C -3.0062 2.3876 4.1406
C 2.6542 4.8083 -0.8515
C 3.2045 -2.7190 -0.6181
C 0.1604 -2.4101 -1.2078
C 1.5817 3.3254 -5.0636
C 1.8077 2.0158 3.9506
C -2.7181 1.3493 3.2662
C 0.3439 4.3614 4.2463
C 0.2634 -2.6088 6.8630
C -4.3872 -3.8183 1.1719
C 0.3721 -3.5240 5.8233
C -2.0027 0.2530 3.7232
C 2.8513 1.6295 -1.1484
C 0.1021 3.5354 3.1586
C -4.8016 2.1716 -1.5644
C 3.7913 2.6960 -1.7098
C 1.3062 4.0237 5.1842
C -1.8318 1.2471 5.9113
C -5.5666 -3.3687 1.7464
C -3.1780 -3.2264 1.5137
C -3.1290 -2.1909 2.4411
C 1.2459 1.1601 -3.7337
C 1.9357 1.8436 -4.9324
C -0.7603 -1.9940 4.3667
C 0.5522 -2.5182 -4.3246
C -0.1304 -3.2113 4.5670
C 3.8989 3.9280 -0.8084
C 4.1897 -1.5984 -0.2682
C -2.5506 2.3403 5.4529
C 2.0338 2.8499 5.0317
C -4.2049 0.8986 -2.1523
C 4.0162 -3.9191 -1.1193
C -0.8718 -1.0671 5.4108
C 0.0986 3.5583 -5.3240
C -4.3153 -1.7503 3.0234
C 1.8425 -2.9731 -3.6204
C 3.0273 -2.6112 -4.5211
C 2.5022 -3.1450 0.6798
C -0.3515 -1.3820 6.6613
C 0.8426 2.3742 3.0167
C -5.5283 -2.3358 2.6777
H 1.0351 -4.8401 -2.7747
H -4.8346 2.9451 -2.3334
H 3.9902 -2.8211 -4.0499
H -5.8133 1.9877 -1.2070
H -3.0401 1.3937 2.2335
H 2.7814 2.5755 5.7644
H -3.5686 3.2460 3.7947
H 4.7279 -1.2294 -1.1453
H -0.4260 -0.6778 7.4806
H 3.8106 0.0265 -3.2544
H -4.4083 -4.6156 0.4403
H 0.5566 -2.8857 -5.3566
H 3.3962 -4.8051 -1.2494
H 4.5293 -3.7141 -2.0613
H 1.8668 3.8409 -4.1406
H -0.4861 3.1245 -4.5097
H 1.7564 4.2516 -0.5756
H 2.4996 5.2092 -1.8562
H 1.4592 -4.9125 -4.4814
H 0.8569 -4.4771 5.9903
H -4.4580 -1.6174 -2.6444
H -0.6496 3.7698 2.4206
H 2.7293 -4.9490 -3.2682
H -0.6256 -1.9007 -1.7728
H -0.2310 5.2714 4.3596
H 2.1732 3.7749 -5.8656
H -4.2960 -0.9407 3.7421
H 4.9343 -1.9749 0.4419
H -0.3394 -2.9183 -3.8399
H 4.7821 -4.1652 -0.3757
H 1.8885 2.0865 -0.8953
H 4.7699 4.5204 -1.1019
H 4.7811 2.2560 -1.8604
H 1.6447 1.3307 -5.8549
H -6.4441 -1.9921 3.1440
H 3.2498 1.2243 -0.2209
H 0.4416 0.5068 -4.0654
H 3.6759 -0.7616 0.2041
H -0.0244 -3.9170 3.7512
H -4.8382 0.8379 -4.0098
H 1.8173 -3.9809 0.5135
H 3.0186 -1.5562 -4.7996
H -2.7583 3.1641 6.1240
H -0.2167 3.0857 -6.2572
H -2.2687 -3.5536 1.0205
H 0.4439 -1.4339 -4.3591
H 4.0816 3.5993 0.2199
H 3.4533 3.0164 -2.7029
H 1.9447 -2.3207 1.1264
H 0.0708 -2.2096 -0.1384
H 2.7374 5.6523 -0.1654
H -2.4579 2.6386 -4.4446
H -1.4901 1.2212 6.9385
H 0.7559 1.9223 -3.1154
H 3.0225 1.7453 -4.8707
H 2.9754 -3.1955 -5.4464
H -4.1826 2.5399 -0.7457
H -5.4484 -0.8727 0.7113
H -0.0464 -3.4729 -1.3640
H 0.6641 -2.8535 7.8383
H -6.5122 -3.8177 1.4715
H 1.4888 4.6681 6.0342
H -0.1403 4.6211 -5.3798
H 3.2555 -3.4767 1.4030
H 2.3616 1.0968 3.8305
*
```

Summary:
- Energy relative to the best compared isomer or geometry (same formula, charge and spin): 0.467 eV
- Lowest unoccupied orbital energy: 0.467 eV
- Total energy: -229310.8374 eV
- E_HOMO: -8.17 eV

Mulliken population analysis, charges in e, atoms 1 to 6: atom 1 (As): 0.740, atom 2 (Ge): 0.571, atom 3 (Ca): 1.848, atom 4 (P): 0.572, atom 5 (P): 0.765, atom 6 (Si): -0.037

***

# 2
Computed, not measured: C43H65CaN7O2PSSi2 as an isolated structure at a distorted geometry, with wB97M-V/def2-TZVPD.

Geometry as ORCA input:
```
! wB97M-V def2-TZVPD RIJCOSX def2/J DEFGRID3
* xyz -1 1
Ca -0.4367 0.4255 -1.8131
S -3.1428 1.0631 -2.5935
P -0.2113 0.1505 1.7763
Si 4.3675 -0.6627 -1.6293
Si 2.7568 -0.4337 -4.3861
O -4.1568 0.8624 -3.6013
O -2.0046 1.8926 -2.9749
N -0.5673 -2.0397 -2.0337
N 1.2691 1.7576 -2.6606
N -2.5010 -0.2452 -2.0297
N 0.2372 1.5738 2.5827
N -1.5618 -0.2627 2.7812
N 0.9249 -1.0004 2.3014
N -0.3348 0.2141 0.2724
C -3.1446 2.7973 -0.4580
C 1.4722 3.9585 3.8419
C 1.5393 -1.0605 3.6077
C -4.3904 -1.1861 3.0252
C -5.9006 2.6995 -0.1344
C -3.7656 3.5898 0.4940
C -3.1592 -1.8934 3.6177
C -1.8419 -2.5056 -2.0456
C 0.9138 3.0475 -2.5939
C 4.5129 -2.5275 -1.9785
C -2.7012 0.6587 2.7378
C -3.9575 0.0102 2.1632
C 2.2295 -2.2272 -4.7722
C -5.1460 3.5533 0.6655
C 1.3839 -2.4393 4.2561
C -4.4866 -3.3818 -2.0623
C -3.9154 1.9710 -1.2610
C 1.2131 2.4041 1.8712
C 6.1440 0.0099 -1.8722
C 1.6806 4.0365 -2.0227
C -1.9563 -1.6678 2.7116
C -1.0368 -4.7778 -2.0805
C -2.9100 -1.5399 -2.0547
C 1.5842 0.6199 -5.4413
C -4.2139 -2.0067 -2.0607
C -5.8130 4.4318 1.6901
C -3.4832 -4.3147 -2.0586
C 0.4275 -2.8909 -2.0045
C -2.1367 -3.8910 -2.0583
C 1.8797 -3.5633 3.3145
C 1.2053 -2.1135 1.3904
C 1.1390 2.6481 4.5734
C 0.2371 -4.2846 -2.0384
C 3.0291 0.1153 -2.6339
C 3.2723 2.3272 -1.4760
C 3.9724 -0.5027 0.2297
C 1.1229 3.8488 2.3447
C -5.2894 1.9116 -1.0959
C 2.8706 3.6291 -1.3916
C 2.5187 1.3745 -2.2385
C -0.0873 2.0073 3.9281
C 2.3033 -3.0043 1.9531
C 4.4519 -0.3379 -5.2773
H 2.2424 2.0411 2.0252
H 6.2593 0.9861 -1.3940
H 2.7107 -4.1017 3.7764
H -2.0707 2.8226 -0.5915
H 1.2094 -2.4364 -4.4541
H 0.3048 -2.7293 1.2355
H 0.5493 0.5072 -5.1112
H -4.9699 -1.8871 2.4198
H -1.2252 -5.8446 -2.1230
H -6.6515 3.9130 2.1561
H 3.4803 4.3573 -0.8676
H 3.2298 -2.4340 2.0509
H -3.3441 -2.9625 3.7440
H -6.9741 2.6413 0.0038
H -2.2126 -1.9815 1.6865
H -5.1050 4.7245 2.4649
H 5.1651 -3.0079 -1.2459
H 4.5116 0.3294 0.6887
H 1.7882 4.4705 1.7440
H 1.6408 0.3291 -6.4934
H 2.8908 -2.9539 -4.2931
H -2.9220 -1.4805 4.6021
H 2.6116 -0.8223 3.5455
H -6.2008 5.3407 1.2247
H -5.5191 -3.7104 -2.0594
H -2.9284 1.0099 3.7575
H -0.0415 3.2953 -3.0483
H 1.3678 5.0710 -2.0382
H 1.0782 -0.3083 4.2462
H 4.9234 -2.7214 -2.9730
H 1.4234 -2.4632 -1.9563
H -3.7533 -0.3006 1.1355
H 4.2113 2.0154 -1.0384
H 1.4806 -1.7160 0.4104
H 1.0946 -4.9441 -2.0527
H 0.1049 4.2073 2.1679
H 5.1708 -1.0168 -4.8082
H -0.4494 1.1581 4.5076
H 6.9030 -0.6551 -1.4517
H -1.1131 -2.2778 3.0331
H -0.8947 2.7585 3.9158
H 1.9402 -2.4519 5.1972
H 2.4950 -3.8237 1.2567
H -3.7089 -5.3743 -2.0616
H -5.0401 -0.8432 3.8355
H -5.0218 -1.2871 -2.0753
H 1.9775 1.9516 4.4966
H 2.2827 -2.3923 -5.8512
H 0.9092 4.7816 4.2905
H 1.8301 1.6804 -5.3672
H -4.7565 0.7497 2.1259
H 2.5331 4.1908 3.9647
H 6.3617 0.1407 -2.9349
H 4.3677 -0.6152 -6.3318
H 1.0041 2.3220 0.8043
H -2.4197 1.5282 2.1423
H 1.0766 -4.2878 3.1533
H 0.9585 2.8345 5.6350
H 4.2207 -1.4065 0.7909
H 0.3320 -2.5930 4.5032
H -3.1664 4.2336 1.1278
H 2.9009 -0.3126 0.3484
H 4.8745 0.6684 -5.2224
H -5.8679 1.2647 -1.7437
H 3.5340 -3.0101 -1.9233
*
```

Summary:
- Lowest unoccupied orbital energy: 2.384 eV
- Total energy: -114497.7035 eV
- E_HOMO: -3.86 eV

Mulliken population analysis, charges in e, atoms 1 to 6: atom 1 (Ca): 2.264, atom 2 (S): 1.462, atom 3 (P): -2.278, atom 4 (Si): 0.199, atom 5 (Si): -0.057, atom 6 (O): -0.830

***

# 3
Computed, not measured: C43H65KN5PSbTe as an isolated structure, with wB97M-V/def2-TZVPD.

Geometry as ORCA input:
```
! wB97M-V def2-TZVPD RIJCOSX def2/J DEFGRID3
* xyz -1 1
Te -3.2317 2.2528 -0.5501
Sb 1.2346 -2.6327 -2.5480
K 0.0387 0.1052 0.5303
P -2.7806 -1.3411 0.8194
N 1.4312 -2.2500 1.6067
N -0.7697 1.9672 -3.3588
N -0.1999 2.4274 1.9698
N 0.6970 0.0188 2.9516
N -0.1916 0.7721 -2.8467
C -6.0562 4.1770 -3.3297
C -0.5080 -3.8021 -3.0634
C -0.3581 0.5039 5.0846
C -3.6202 4.8461 -2.1919
C -1.5084 4.4211 2.2391
C -4.1863 3.5930 -1.8954
C 3.7395 -3.6573 2.2754
C 2.6634 -0.1813 4.3817
C -0.0149 0.8405 3.7805
C -4.2949 5.7378 -3.0281
C 1.5697 -1.8743 -4.5528
C 2.0442 -2.8679 -5.6111
C 3.4396 -2.4634 2.9695
C -2.0174 3.2491 -4.9539
C 1.8153 -0.5996 3.3391
C 2.1982 -5.5530 -3.3228
C -2.4033 0.7965 -4.8603
C 1.7396 -3.3766 1.0142
C -1.3528 1.9014 -4.7127
C -5.5161 5.4285 -3.6036
C -4.5270 -1.2465 0.2278
C -4.6934 -1.6371 -1.2405
C -4.0468 -0.7017 3.3415
C -0.5695 2.0581 3.2404
C -1.2430 1.2803 5.8491
C -1.4317 2.8416 4.0400
C -2.2921 -4.1076 0.4608
C -1.8932 4.0599 3.4863
C 4.2641 -1.9683 4.0069
C 2.6468 -4.2773 -2.6125
C -6.0774 1.9256 -2.2628
C 2.2426 -1.7905 2.6045
C -5.4195 3.2609 -2.4956
C -2.2829 5.2649 -1.6388
C -2.8915 -0.3858 2.3958
C -1.8006 -2.9919 -2.9612
C 2.8910 -4.1286 1.3174
C -2.6955 -3.0630 1.5041
C -0.6560 3.5571 1.5122
C -0.2332 1.7081 -5.7316
C 3.8569 -0.8441 4.6827
C -1.7858 2.4302 5.3462
C -6.2418 6.4110 -4.4879
H -1.9396 -3.0307 2.2951
H 1.3204 -5.9894 -2.8450
H -1.2925 4.0578 -4.8248
H 1.0467 -3.7321 0.2564
H -0.3603 3.8282 0.5026
H -0.3660 -4.2017 -4.0702
H 1.9452 -5.3763 -4.3681
H -7.1619 6.7639 -4.0143
H 0.0532 -0.4103 5.4960
H -4.8166 -0.2015 0.3491
H 2.3756 0.6961 4.9469
H -2.6817 -3.6196 -3.1171
H -0.5311 -4.6527 -2.3774
H -2.1889 -5.0991 0.9093
H -6.4275 1.8356 -1.2302
H -2.8334 3.4120 -4.2488
H 0.6919 0.6259 -3.3177
H 4.6413 -4.2016 2.5361
H -6.5211 5.9598 -5.4432
H -1.4738 2.2480 -2.6773
H 4.4800 -0.4555 5.4817
H -5.1645 -1.8595 0.8714
H -7.0051 3.8997 -3.7833
H 0.6123 -1.4363 -4.8480
H 2.9894 -6.3085 -3.3002
H 1.3009 -3.6474 -5.7888
H -2.4252 3.2964 -5.9672
H -3.8369 6.7003 -3.2436
H -3.0286 -4.1823 -0.3431
H -0.6240 1.8028 -6.7480
H -1.9552 -0.1956 -4.7846
H -5.0124 -0.4837 2.8815
H 2.2750 -1.0450 -4.4548
H 2.8899 -4.4894 -1.5694
H 2.9755 -3.3592 -5.3234
H -5.3640 1.1119 -2.4081
H -2.4662 3.0387 5.9306
H -4.4262 -2.6822 -1.4217
H -2.3605 5.5035 -0.5742
H 2.2218 -2.3667 -6.5664
H 3.5585 -3.8737 -3.0600
H -5.7264 -1.4964 -1.5691
H -1.5031 0.9538 6.8495
H -1.3331 -3.8452 0.0046
H 0.5420 2.4637 -5.5804
H -6.9262 1.7898 -2.9382
H -1.8702 5.3268 1.7736
H -3.6461 -3.3333 1.9693
H 0.2251 0.7201 -5.6459
H -0.7787 -0.0471 -2.9967
H 3.0865 -5.0583 0.7964
H -2.5565 4.6847 4.0743
H -1.5511 4.4608 -1.7281
H -1.8379 -2.2040 -3.7143
H -5.6205 7.2835 -4.6969
H -1.9388 -0.5514 2.9049
H 5.1835 -2.4829 4.2579
H -3.1732 0.8952 -4.0875
H -1.9091 -2.5122 -1.9863
H -3.9600 -0.0899 4.2429
H -2.8839 0.8572 -5.8409
H -4.0547 -1.0081 -1.8661
H -2.9221 0.6736 2.1221
H -1.9088 6.1480 -2.1638
H -4.0448 -1.7497 3.6511
*
```

Summary:
- Energy relative to the best compared isomer or geometry (same formula, charge and spin): 0.778 eV
- Lowest unoccupied orbital energy: 2.187 eV
- Total energy: -92543.8361 eV
- E_HOMO: -3.61 eV

Mulliken population analysis, charges in e, atoms 1 to 6: atom 1 (Te): 0.055, atom 2 (Sb): 0.449, atom 3 (K): 0.863, atom 4 (P): 0.684, atom 5 (N): 0.161, atom 6 (N): -0.308

***

# 4
Computed, not measured: C43H66BrGeN3O4Ti as an isolated structure at a distorted geometry, with wB97M-V/def2-TZVPD.

Geometry as ORCA input:
```
! wB97M-V def2-TZVPD RIJCOSX def2/J DEFGRID3
* xyz 1 2
Br -1.7457 -0.3360 -1.1595
Ge -1.3450 -0.9592 -3.5186
Ti -0.0856 0.4971 0.9237
O 0.8224 1.9579 2.0953
O 2.6525 -1.3723 -1.3989
O -0.9594 2.6919 0.2388
O -2.5532 -1.6734 3.2163
N 1.6754 0.2403 -0.0615
N 0.0942 -1.3897 0.9706
N -1.1387 0.0239 2.5462
C 1.5163 -0.7513 5.7366
C -3.6173 1.1642 1.6852
C -1.9274 3.2225 -0.6676
C -1.4022 0.7253 3.7645
C 1.8416 -1.0166 -0.5494
C 1.7763 1.7168 3.1202
C 5.0960 2.7200 -0.0120
C -0.7894 1.0537 6.0866
C -4.8388 -2.6213 -6.5368
C -3.5678 1.9750 2.9747
C -3.7030 3.4906 2.7046
C -2.4101 1.6892 3.9170
C 0.5346 -2.8739 -4.7695
C -0.8550 -3.4984 1.5311
C -1.6909 2.0959 6.1971
C 4.9738 1.6550 0.8587
C -0.0246 -4.1444 -6.8756
C -3.1885 -1.1691 -4.2765
C 3.9051 -0.4746 1.6310
C 0.0345 -2.4125 -3.4031
C 3.8876 0.7934 0.7943
C -0.8155 -2.1197 1.6427
C -3.2235 -0.8151 -5.7642
C 4.7107 -1.5282 0.8524
C 4.5446 -0.3421 3.0186
C 0.8117 2.6020 -2.1589
C 4.1763 2.8572 -1.0295
C 2.8565 1.0472 -0.1468
C 0.9211 3.2811 1.5783
C 2.2924 0.9378 -3.2958
C -2.5094 2.3781 5.1281
C 0.2210 -0.9002 4.9290
C -0.6391 0.3503 4.9008
C -1.6193 -1.2515 2.5513
C -0.6089 -2.0287 5.5614
C 0.9232 -1.9887 0.0995
C -0.4619 3.7014 1.1075
C 2.2541 2.1825 -2.4113
C 0.0512 -4.1316 0.6813
C 0.9402 -3.3626 -0.0641
C -0.4302 -3.8471 -5.4372
C 3.0685 2.0189 -1.1419
C -4.5831 -1.1240 -6.3987
H 5.7497 1.4862 1.5894
H -1.5264 -2.1999 5.0070
H 5.6212 -0.2191 2.9383
H -3.7980 3.6914 1.6406
H -1.5701 -4.0596 2.1113
H -1.4372 -3.4189 -5.4254
H -2.7772 3.6383 -0.1208
H 1.5446 2.3356 3.9958
H 1.6736 0.1438 -2.8841
H 4.3686 -1.2588 3.5768
H -4.6119 -0.6733 -7.3932
H 4.3291 3.6177 -1.7806
H -5.0173 -3.0819 -5.5687
H 1.6541 -3.8042 -0.7429
H -3.2944 3.1120 5.2374
H 2.7377 2.9831 -2.9828
H -0.8846 -1.7647 6.5797
H 0.0679 -5.2062 0.5987
H -4.5916 3.8894 3.1844
H 0.8681 -2.0142 -2.8212
H 1.0156 -4.4614 -6.9227
H 1.2930 -0.7215 6.8004
H -0.6426 -4.9343 -7.2979
H -1.4829 4.0090 -1.2868
H 2.1546 -1.6158 5.5609
H 1.9263 1.1920 -4.2892
H -3.5192 -2.1954 -4.1211
H 4.3349 -1.6503 -0.1578
H 1.5047 -3.3584 -4.6424
H -0.4596 -4.7737 -4.8624
H 0.2911 2.7231 -3.1090
H -1.1428 3.8056 1.9647
H -0.7573 0.3727 -4.0006
H 2.0775 0.1460 5.4800
H 3.3049 0.5526 -3.3790
H 4.6685 -2.4885 1.3626
H 5.7528 -1.2203 0.7856
H -0.3932 4.6594 0.5759
H 0.7906 3.5553 -1.6301
H 0.6906 -2.0082 -5.4193
H -4.5094 1.4351 1.1246
H 2.8705 -0.8341 1.7591
H -3.9885 -3.1135 -7.0056
H -3.0035 0.2492 -5.8799
H -0.3832 -3.2598 -2.8530
H -2.4523 -1.3692 -6.3070
H 5.9325 3.3958 0.0691
H -0.0353 -2.9535 5.5867
H 1.6412 3.2958 0.7448
H 2.7852 1.9430 2.7575
H -0.2205 0.7602 6.9527
H -3.8680 -0.5124 -3.7302
H 4.1492 0.4892 3.5966
H -2.8505 4.0498 3.0874
H -2.2714 2.4144 -1.3107
H -5.3782 -0.6689 -5.8024
H 0.4848 -1.1992 3.9028
H -4.4501 1.6654 3.5505
H 1.6953 0.6613 3.3801
H -0.1317 -3.2547 -7.4944
H -1.8019 2.6319 7.1277
H 0.3040 1.8369 -1.5638
H -2.7365 1.3429 1.0670
H 1.2624 3.9641 2.3657
H -3.6836 0.1027 1.9106
H -5.7192 -2.7912 -7.1500
*
```

Summary:
- Energy relative to the best compared isomer or geometry (same formula, charge and spin): 1.337 eV
- Expectation value of S²: 0.7588
- Lowest unoccupied orbital energy (spin up / spin down): -3.061 / -3.411 eV
- Total energy: -207994.2168 eV
- E_HOMO (spin up / spin down): -10.59 / -10.90 eV

Mulliken population analysis, charges in e, atoms 1 to 6: atom 1 (Br): -0.038, atom 2 (Ge): -0.017, atom 3 (Ti): -1.189, atom 4 (O): 0.792, atom 5 (O): -0.695, atom 6 (O): 0.628